Record 1
DFT (ωB97M-V with the def2-TZVPD basis set) results for a 2-piece molecular cluster, C7H16 overall.

Results
- Kohn-Sham gap: 0.3637 Ha
- Structure (SMILES): C=C(C)[C@H](C)CC.[H][H]
- Max |F|: 1.72 eV/A
- Multiplicity: 1
- E: -276.22371 a.u.
- Energy above the lowest of the compared OMol25 structures with the same formula, charge and spin: 56.9 kcal per mole

Geometry as XYZ:
```
23
Properties=species:S:1:pos:R:3:mulliken_charge:R:1
C 0.193 -0.569 0.462 0.946
C -0.936 0.256 -0.131 -0.041
C -2.185 -0.517 -0.495 -1.381
C 1.599 0.050 0.455 -0.767
C -0.924 1.590 -0.188 -0.849
C -0.268 -0.800 1.907 -1.618
C 2.259 0.278 -0.906 -1.274
H -1.997 -1.565 -0.766 0.284
H -0.235 -0.236 -2.129 0.126
H -2.819 -0.503 0.394 0.391
H 0.256 -1.546 -0.051 0.386
H -2.740 -0.053 -1.317 0.436
H 3.294 0.613 -0.770 0.393
H 1.742 1.042 -1.494 0.283
H 2.241 -0.622 1.042 0.395
H -0.459 0.174 2.371 0.363
H -1.782 2.129 -0.582 0.318
H 2.283 -0.640 -1.506 0.300
H -1.201 -1.373 1.940 0.368
H -0.047 2.169 0.084 0.246
H 1.572 0.995 1.013 0.320
H -0.334 0.457 -1.825 -0.063
H 0.488 -1.330 2.491 0.435
```



Record 2
DFT (ωB97M-V with the def2-TZVPD basis set) results for C21H35FN2O8P2PrS3Si2 as an isolated structure.

Results
- Kohn-Sham gap (alpha / beta): 0.2508 / 0.2511 Ha
- <S²>: 2.003
- Max |F|: 2.49 eV/A
- Multiplicity: 3
- Total charge: -1
- E: -4606.34240 a.u.

Geometry as XYZ:
```
75
Properties=species:S:1:pos:R:3:mulliken_charge:R:1
Pr 0.123 0.717 -0.492 0.278
S -0.204 -1.439 1.459 -0.431
S 5.125 1.981 -3.344 -0.381
S 3.022 1.750 -1.199 -0.398
P -0.297 3.548 0.979 0.487
P -1.215 3.400 -1.894 0.702
Si 0.843 -2.259 4.750 0.254
Si 0.037 -2.124 -2.618 0.125
F -2.461 0.181 0.047 -0.076
O -1.532 4.328 -2.995 -0.873
O 0.050 2.555 -1.797 -0.196
O -0.368 5.577 -0.641 -0.603
O 1.241 3.491 0.653 -0.425
O -2.364 2.318 -1.637 -0.279
O -0.492 4.452 2.261 -0.593
O 2.778 0.776 -3.552 -0.126
O -0.751 2.129 1.191 -0.464
N 1.761 0.284 1.535 0.195
N -1.015 -0.972 -1.901 0.620
C -4.543 -1.675 -2.937 -0.862
C -3.159 -0.430 -0.961 0.039
C 0.841 -1.471 6.446 -1.120
C 2.732 -0.360 4.010 -0.069
C 3.390 0.596 3.240 -1.501
C -2.384 -1.044 -1.954 0.818
C -5.248 -1.033 -1.931 -0.484
C 0.266 -1.866 -4.451 -1.005
C -2.576 4.825 0.099 -1.903
C 3.640 1.462 -2.774 0.160
C -0.490 -3.886 -2.327 -1.056
C 1.141 -0.671 2.258 0.523
C -4.528 -0.397 -0.918 -0.885
C -1.171 4.429 -0.346 1.143
C 1.590 -1.008 3.560 0.330
C -0.889 -2.818 4.410 -0.959
C 1.656 -1.890 -1.754 -0.615
C 3.127 0.490 -4.906 -0.914
C -3.151 -1.678 -2.948 -0.329
C 1.964 -3.745 4.805 -1.092
C 2.850 0.894 2.008 -0.299
H 1.831 -1.145 6.766 0.330
H 1.114 -2.445 -4.826 0.395
H -5.011 0.109 -0.092 0.433
H 3.133 -0.598 4.991 0.234
H 2.045 -0.872 -1.862 -0.136
H 0.468 -2.179 7.190 0.318
H -3.127 3.973 0.497 0.326
H 4.287 1.093 3.580 0.406
H -1.421 -4.158 -2.826 0.335
H 2.250 -0.009 -5.315 0.181
H -2.520 5.601 0.862 0.400
H 1.575 4.049 -0.067 0.384
H 0.296 -4.552 -2.693 0.368
H -1.574 -1.977 4.300 0.300
H -1.203 -3.425 5.265 0.306
H -0.500 5.756 -1.588 0.437
H 1.640 -4.459 5.565 0.312
H -3.119 5.213 -0.765 0.447
H 0.185 -0.598 6.454 0.302
H -2.631 -2.169 -3.761 0.238
H -6.329 -1.024 -1.920 0.376
H -5.077 -2.176 -3.734 0.392
H -0.622 -2.164 -5.012 0.381
H 2.992 -3.453 5.025 0.343
H 1.964 -4.255 3.840 0.318
H -0.961 -3.408 3.499 0.294
H 3.350 1.406 -5.448 0.385
H 3.306 1.632 1.360 0.432
H -0.623 -4.062 -1.257 0.238
H 2.445 -2.534 -2.147 0.488
H -3.186 2.511 -2.102 0.290
H 1.533 -2.117 -0.690 0.153
H -0.294 3.990 3.086 0.403
H 0.449 -0.810 -4.660 0.076
H 3.997 -0.165 -4.947 0.376
```



Record 3
DFT (ωB97M-V with the def2-TZVPD basis set) results for C61H70F5P2Si2Ti as an isolated structure.

Results
- Kohn-Sham gap: 0.2591 Ha
- Max |F|: 1.84 eV/A
- Multiplicity: 1
- Total charge: +1
- E: -4976.72290 a.u.
- Energy above the lowest of the compared OMol25 structures with the same formula, charge and spin: 12.5 kcal per mole

Geometry as XYZ:
```
141
Properties=species:S:1:pos:R:3:mulliken_charge:R:1
Ti 0.225 0.169 0.357 -2.608
P 1.461 1.872 -1.129 0.504
P -1.965 -1.297 0.700 -0.187
Si 2.316 -1.411 0.616 1.591
Si -0.349 -0.753 -2.007 -1.273
F -2.583 2.048 1.635 -0.434
F -2.686 3.499 3.909 -0.331
F -0.425 3.825 5.437 -0.316
F 1.930 2.695 4.583 -0.323
F 1.970 1.323 2.204 0.894
C -1.462 2.171 2.380 0.012
C -0.498 2.466 -3.186 0.140
C -5.246 -1.914 -1.936 -0.793
C -2.575 -1.903 2.376 1.563
C -0.388 3.110 4.315 0.605
C -4.917 -1.736 4.304 -0.950
C 0.789 -2.416 2.810 -0.331
C 0.795 1.802 2.707 -1.078
C -1.343 -4.048 0.421 -0.152
C 2.075 5.346 0.237 -0.284
C -0.384 -4.977 -1.565 -0.672
C -3.730 -2.922 2.440 -1.336
C 1.554 -2.794 1.707 0.669
C 0.151 2.971 -1.907 2.686
C 4.857 -2.232 -0.536 -0.694
C -6.124 -0.721 -1.576 -0.931
C -1.483 -0.896 -3.602 -1.324
C 2.670 3.956 0.444 -0.204
C -3.514 -1.176 4.574 -1.094
C 5.684 -2.815 -1.480 -0.875
C -2.574 3.770 -2.654 -0.105
C 3.239 3.961 -2.075 -1.170
C 2.846 3.119 -0.836 0.529
C 3.616 -0.585 1.770 0.402
C 3.817 0.165 -4.052 -1.211
C -5.039 -2.272 2.874 -0.801
C 3.375 0.952 -3.005 -0.247
C 3.469 -2.256 -0.676 0.581
C 4.494 -0.042 3.954 -0.816
C -1.937 4.248 -1.354 -1.318
C 5.289 1.146 2.039 -0.827
C -0.896 -5.147 -0.291 -1.434
C 1.328 -0.322 -2.871 1.262
C 3.666 -0.799 3.143 -0.574
C 0.714 -4.684 3.583 -1.067
C 0.387 -3.349 3.752 -0.420
C -2.862 -0.694 3.282 0.314
C 2.114 0.762 -2.443 -0.085
C 4.460 0.389 1.236 0.101
C -3.416 -1.013 -0.483 2.355
C -1.532 2.937 3.541 0.563
C -1.242 -2.768 -0.116 0.184
C -0.254 -3.700 -2.083 -0.092
C -0.626 -2.571 -1.362 2.004
C 5.293 0.947 3.410 -0.800
C 1.790 -1.085 -3.934 0.193
C 0.805 2.534 3.885 0.057
C 3.770 -3.512 -2.728 -0.537
C 1.439 -5.079 2.471 -0.811
C -1.500 3.499 -3.705 -1.120
C 1.861 -4.140 1.547 -0.566
C -4.290 -2.231 -0.784 -0.967
C -4.281 0.194 -0.133 -0.257
C 2.746 5.409 -2.138 -0.512
C 2.951 -2.934 -1.775 0.536
C 3.006 -0.837 -4.547 -0.780
C -0.310 1.549 1.909 1.194
C 2.880 6.115 -0.799 -1.220
C -0.929 3.216 -0.851 0.327
C 5.144 -3.438 -2.592 -0.851
C -5.254 0.493 -1.273 -0.647
H 0.541 -1.358 2.954 0.417
H -5.664 -0.958 4.457 0.344
H 2.058 3.410 1.165 -0.774
H -0.070 -5.831 -2.145 0.444
H 3.930 6.157 -0.505 0.383
H 5.924 1.905 1.603 0.494
H 2.090 5.873 1.192 0.584
H 1.882 -3.017 -1.880 -0.145
H -0.471 3.572 0.080 0.060
H 3.047 -1.562 3.592 0.389
H 5.305 -1.766 0.327 0.528
H -3.668 -3.094 -1.039 0.224
H -1.921 -0.176 3.506 -0.193
H -0.983 4.429 -3.949 0.357
H -4.903 -2.482 0.079 0.259
H -6.727 -0.966 -0.699 0.368
H 5.788 -3.877 -3.337 0.421
H -5.878 1.341 -0.990 0.463
H 0.650 3.917 -2.127 -0.848
H -1.426 5.199 -1.527 0.343
H 3.335 -4.019 -3.578 0.514
H -1.045 1.550 -2.965 -0.960
H 1.702 5.462 -2.455 0.048
H -2.527 -1.095 -3.379 0.035
H -3.855 -3.436 1.489 0.889
H -2.703 4.415 -0.597 0.473
H -1.766 -4.202 1.401 0.277
H -1.447 2.261 -0.648 -1.009
H 1.697 -6.119 2.342 0.483
H -2.890 -0.751 -1.409 -1.333
H 4.036 1.717 -2.638 0.433
H 1.185 -1.899 -4.301 0.204
H 3.657 4.085 0.894 0.731
H 2.513 7.138 -0.877 0.511
H 2.454 -4.454 0.700 0.440
H -4.854 0.011 0.777 0.243
H -1.448 -0.031 -4.257 0.567
H 6.755 -2.786 -1.343 0.442
H 0.144 -3.588 -3.080 0.164
H -4.686 -1.697 -2.849 0.239
H 3.680 2.433 -0.625 0.536
H -5.849 -3.002 2.824 0.549
H -3.650 1.066 0.027 -0.464
H -3.139 2.854 -2.461 -0.333
H -5.295 -1.461 2.191 -0.024
H 0.256 2.248 -3.946 0.561
H 4.450 0.551 0.165 0.728
H -0.960 -6.131 0.149 0.414
H -3.573 -0.356 5.289 0.519
H -2.876 -1.943 5.017 0.249
H -1.133 -1.745 -4.186 0.558
H -1.677 -2.395 2.771 -0.658
H 5.907 1.563 4.049 0.395
H -6.806 -0.492 -2.394 0.471
H -3.477 -3.688 3.178 0.556
H 0.416 -5.411 4.324 0.404
H -5.869 -2.788 -2.132 0.458
H -4.693 0.774 -2.169 0.096
H -1.963 3.127 -4.619 0.507
H 4.789 0.349 -4.481 0.443
H 3.327 -1.436 -5.385 0.433
H 4.331 3.999 -2.098 0.491
H 4.500 -0.213 5.021 0.470
H 2.905 3.458 -2.986 0.293
H 3.334 5.925 -2.899 0.521
H -0.163 -3.037 4.631 0.528
H -5.126 -2.535 5.017 0.405
H 1.035 5.280 -0.089 -0.173
H -3.528 0.017 2.791 0.220
H -3.274 4.521 -3.021 0.498
```



What is the multiplicity in the second record?
3